7
Properties=species:S:1:pos:R:3:nbo_charge:R:1 method="wB97M-V/def2-TZVPD" homo_energy_ev="-8.61 / -8.73" orbital_gap_ev="7.2 / 6.6" de_lowest_kj_mol=472.2 e_lumo_ev="-1.4 / -2.1"
C 1.2847 -0.9813 0.2474 0.050
C 0.0133 -0.7991 0.4930 -0.283
C -0.6123 1.2972 0.0207 -0.543
N 2.2808 -0.8077 -0.3367 -0.225
I -1.3973 -1.8321 1.4372 0.343
I -2.3288 0.7402 -0.8822 0.299
I 0.7596 2.3828 -0.9793 0.359